Formula: C21H22N4O3S
Source: OMol25
Level of theory: the ωB97M-V functional and the def2-TZVPD basis

Last column: natural (NBO) charge in e.
Geometry (Å):
C1 -3.158 -2.496 2.108  -0.60
H1 -2.244 -3.228 1.964  0.19
H2 -3.840 -2.717 1.316  0.21
H3 -3.547 -2.519 3.009  0.23
C2 -2.694 -1.278 1.496  -0.14
N1 -2.233 -1.168 0.366  -0.43
C3 -2.975 -1.066 -0.679  0.14
N2 -2.106 -0.918 -1.997  -0.25
N3 -0.891 -1.063 -1.507  -0.24
C4 -0.844 -1.227 -0.119  0.29
C5 0.217 -1.105 0.832  -0.51
C6 1.387 -1.814 0.059  0.08
C7 2.050 -1.538 -1.107  -0.24
C8 3.180 -1.817 -1.535  -0.26
C9 3.760 -3.025 -1.129  -0.13
C10 3.169 -3.598 0.274  -0.25
C11 2.142 -3.182 0.777  -0.19
H4 1.661 -3.516 1.704  0.20
H5 3.812 -4.323 0.535  0.20
H6 4.625 -3.388 -1.335  0.18
H7 3.518 -1.471 -2.563  0.22
H8 1.423 -0.415 -1.295  0.21
H9 -0.020 -1.793 1.733  0.23
H10 0.460 -0.247 1.347  0.26
S1 -4.612 -0.469 -1.126  0.33
C12 -4.443 1.150 -1.403  -0.75
H11 -4.278 0.988 -2.456  0.28
H12 -5.481 1.689 -1.225  0.28
C13 -3.568 1.738 -0.383  0.73
O1 -3.704 2.034 0.725  -0.51
N4 -2.259 2.003 -1.135  -0.64
C14 -1.063 2.093 -0.592  0.05
C15 0.135 2.063 -1.240  -0.22
C16 1.345 2.044 -0.730  0.21
C17 1.467 2.368 0.663  0.19
C18 0.400 2.725 1.483  -0.22
C19 -0.872 2.373 0.726  -0.22
H13 -1.776 2.460 1.786  0.22
H14 0.462 2.765 2.515  0.23
O2 2.608 2.738 1.349  -0.50
C20 3.843 2.763 0.488  -0.13
C21 3.526 1.924 -0.594  -0.13
H15 4.368 1.966 -1.526  0.20
O3 2.404 1.900 -1.505  -0.46
H16 3.607 0.886 -0.516  0.21
H17 4.855 2.652 0.864  0.24
H18 3.778 3.756 -0.019  0.19
H19 0.162 1.657 -2.275  0.22
H20 -2.160 1.683 -2.152  0.41
H21 -3.681 -0.324 1.732  0.21
H22 -1.917 -0.710 2.289  0.20

Output
spin multiplicity	1
gap between HOMO and LUMO	7.54	eV
largest force on an atom	18.36	eV/A
energy	-1655.69922	Eh